[1]
ORCA calculation (ωB97M-V with the def2-TZVPD basis set) on 2 unconnected molecules or ions with the total composition C14H25BF5N3O3P.

The geometry in ORCA input format:
```
! RIJCOSX wB97M-V def2-TZVPD def2/J DEFGRID3
* xyz 1 1
N 1.60 1.40 -0.04
P 1.21 1.98 -1.50
B 1.53 3.87 -1.58
C 0.51 5.02 -1.19
C -1.01 4.60 -1.15
C -1.62 4.29 -2.54
F -2.77 5.02 -2.68
F -2.02 2.99 -2.59
F -0.85 4.63 -3.59
N 2.90 4.29 -2.10
C 2.81 5.16 -3.22
O 2.76 6.32 -3.21
F 2.74 4.54 -4.43
C 3.74 4.81 -1.06
O 3.65 5.84 -0.53
F 4.72 3.97 -0.67
H 0.75 0.96 0.33
H 2.05 1.38 -2.49
H -0.14 1.61 -1.75
H 0.59 5.93 -1.82
H 0.78 5.34 -0.15
H -1.57 5.48 -0.76
H -1.17 3.79 -0.40
C -0.22 -4.71 -0.17
C 0.08 -3.25 0.29
C 1.06 -3.23 1.49
C 0.42 -3.64 2.81
C -0.80 -2.79 3.10
C -1.84 -2.81 1.96
N -1.21 -2.53 0.62
O -1.01 -1.33 0.55
C -2.55 -4.19 1.96
C -2.97 -1.82 2.29
C 0.81 -2.64 -0.91
H 0.46 -5.42 0.31
H -1.23 -5.04 0.03
H -0.10 -4.82 -1.24
H 1.47 -2.23 1.61
H 1.90 -3.89 1.27
H 0.17 -4.70 2.80
H 1.15 -3.51 3.62
H -1.27 -3.13 4.03
H -0.48 -1.76 3.29
H -3.20 -4.30 1.09
H -3.18 -4.29 2.84
H -1.86 -5.03 1.99
H -2.61 -0.81 2.45
H -3.49 -2.12 3.20
H -3.71 -1.79 1.48
H 0.16 -2.56 -1.78
H 1.66 -3.26 -1.19
H 1.20 -1.64 -0.68
*
```

As for the HOMO-LUMO gap: 3.935 eV. The LUMO energy comes out at -7.270 eV. Its electronic energy is -49078.03985 eV.



[2]
ORCA calculation (ωB97M-V with the def2-TZVPD basis set) on a molecular structure, C14H25BeN3O3.

The geometry in ORCA input format:
```
! RIJCOSX wB97M-V def2-TZVPD def2/J DEFGRID3
* xyz 2 1
C -0.50 -2.44 -5.67
C -1.22 -1.52 -6.61
H -1.04 -3.38 -5.62
H 0.47 -2.70 -6.11
C -1.45 -0.22 -6.29
C -0.95 0.40 -5.03
H -1.77 0.54 -4.33
H -0.58 1.40 -5.25
C -1.66 -2.15 -7.88
H -1.28 -3.16 -7.97
H -1.36 -1.59 -8.76
H -2.75 -2.23 -7.91
C -2.22 0.71 -7.17
H -3.18 0.30 -7.48
H -1.66 0.94 -8.08
H -2.40 1.66 -6.67
Be 0.00 0.00 0.00
O -0.05 -0.46 -1.99
C 0.46 0.08 -2.98
O 1.31 1.45 -0.54
C 1.73 1.71 -1.66
O 2.62 2.66 -1.86
N 1.37 1.11 -2.87
C 3.06 2.67 -3.25
C 2.02 1.81 -3.99
H 4.06 2.24 -3.28
H 3.08 3.70 -3.58
H 2.49 1.12 -4.67
H 1.30 2.42 -4.52
C 0.15 -0.42 -4.36
C -0.30 -1.89 -4.27
H 1.05 -0.38 -4.98
H -1.24 -1.92 -3.71
H 0.42 -2.50 -3.72
N 0.64 -1.22 1.05
C -0.57 -1.41 1.85
C -1.28 -0.05 2.02
N -1.49 0.54 0.69
H 0.94 -2.11 0.59
H 1.40 -0.81 1.64
H -1.27 -2.08 1.30
H -0.33 -1.88 2.83
H -2.24 -0.14 2.57
H -0.60 0.61 2.60
H -2.29 0.07 0.21
H -1.62 1.57 0.75
*
```

As for the HOMO-LUMO gap: 7.217 eV. The LUMO energy comes out at -5.986 eV. For the energy relative to the best compared isomer or geometry (same formula, charge and spin), the calculation gives 0.0 kcal per mole. Its electronic energy is -25927.15574 eV.



[3]
ORCA calculation (ωB97M-V with the def2-TZVPD basis set) on a molecular structure, C14H25CeN5O6.

The geometry in ORCA input format:
```
! RIJCOSX wB97M-V def2-TZVPD def2/J DEFGRID3
* xyz 1 2
O -1.25 1.02 -4.38
H -0.77 0.23 -4.78
Ce -0.19 -0.36 -0.70
N -0.14 1.95 -0.91
N 1.98 0.33 -1.08
N -1.99 -1.14 0.54
N 0.47 -2.20 0.64
O -1.20 2.63 -0.84
O -3.26 -0.51 0.62
O 1.74 -2.80 0.67
O 2.83 -0.63 -1.24
C 1.92 1.39 -2.00
C 0.80 2.22 -1.92
C -1.77 -2.10 1.45
C -0.44 -2.72 1.47
C 0.39 3.36 -2.73
H -0.52 3.12 -3.29
H 1.17 3.58 -3.45
H 0.22 4.22 -2.08
C 2.99 1.50 -3.01
H 3.01 0.63 -3.67
H 3.96 1.61 -2.50
H 2.80 2.39 -3.61
C -2.84 -2.43 2.41
C -0.17 -3.88 2.38
H -3.77 -1.98 2.04
H -2.62 -2.07 3.43
H -2.95 -3.52 2.48
H 0.91 -4.02 2.48
H -0.62 -4.82 2.00
H -0.59 -3.73 3.38
H -3.23 0.38 0.22
H 2.37 -2.20 0.20
C -0.47 -1.84 -2.42
H -0.92 -1.43 -3.30
H -1.08 -2.62 -1.91
H 0.55 -2.26 -2.56
O -3.64 0.98 -2.51
H -3.34 1.26 -3.39
H -3.38 0.04 -2.46
C 1.56 2.05 4.14
C 0.26 1.56 4.01
C -0.14 0.92 2.83
N 0.71 0.73 1.81
C 1.95 1.22 1.90
C 2.42 1.88 3.05
H 1.89 2.54 5.05
H -0.46 1.65 4.81
H -1.16 0.56 2.68
H 2.58 1.08 1.03
H 3.44 2.24 3.05
*
```

As for the HOMO-LUMO gap (spin up / spin down): 5.081 / 4.839 eV. The LUMO energy (spin up / spin down) comes out at -5.060 / -5.275 eV. The expectation value of S² is 1.17. For the energy relative to the best compared isomer or geometry (same formula, charge and spin), the calculation gives 107.3 kcal per mole. Its electronic energy is -47571.33121 eV.



[4]
ORCA calculation (ωB97M-V with the def2-TZVPD basis set) on 2 unconnected molecules or ions with the total composition C14H25Cl3O4.

The geometry in ORCA input format:
```
! RIJCOSX wB97M-V def2-TZVPD def2/J DEFGRID3
* xyz 0 1
C 3.94 2.36 1.05
C 4.55 1.52 -0.26
C 3.28 0.71 -0.91
C 2.82 1.21 -2.40
C 1.17 1.33 -2.50
C 0.45 0.05 -3.22
C 0.11 -1.21 -2.23
O 0.84 -1.38 -0.96
C 0.10 -1.12 0.30
O 0.44 -1.34 1.58
C -1.29 -0.43 -0.32
C -2.45 -0.56 0.84
C -2.47 0.69 1.90
C -3.70 1.73 1.53
O -1.22 1.48 1.94
C -1.46 -1.27 -1.72
O -1.59 -2.67 -1.22
H 4.82 2.77 1.70
H 3.22 1.64 1.64
H 3.27 3.21 0.57
H 5.42 0.79 0.09
H 4.99 2.23 -1.08
H 2.33 0.85 -0.19
H 3.45 -0.47 -0.94
H 3.27 0.57 -3.29
H 3.22 2.32 -2.56
H 0.73 1.63 -1.46
H 0.98 2.27 -3.22
H 1.12 -0.31 -4.11
H -0.58 0.41 -3.69
H 0.53 -2.14 -2.87
H -1.01 0.69 -0.54
H -2.24 -1.54 1.44
H -3.47 -0.73 0.27
H -2.63 0.30 3.02
H -4.25 2.14 2.50
H -4.52 1.24 0.85
H -3.22 2.65 0.99
H -1.23 2.00 2.80
H -2.21 -0.90 -2.54
H -1.43 -3.31 -1.97
C -2.78 -3.99 3.85
Cl -1.66 -3.16 2.76
Cl -2.72 -3.28 5.47
Cl -4.43 -3.93 3.20
H -2.48 -5.04 3.92
*
```

As for the HOMO-LUMO gap: 10.502 eV. As for the SMILES: CCCCCC[C@H]1OC(=O)[C@H](C[C@H](C)O)[C@@H]1O.ClC(Cl)Cl. The LUMO energy comes out at 0.581 eV. Its electronic energy is -60673.47152 eV.



[5]
ORCA calculation (ωB97M-V with the def2-TZVPD basis set) on 2 unconnected molecules or ions with the total composition C14H25F2N6O4.

The geometry in ORCA input format:
```
! RIJCOSX wB97M-V def2-TZVPD def2/J DEFGRID3
* xyz 1 1
C 3.15 -3.68 1.03
C 3.40 -2.85 0.19
C 3.68 -1.85 -0.84
C 2.43 -1.14 -1.39
C 1.20 -2.03 -1.47
N 0.01 -1.27 -1.93
N -1.00 -2.09 -2.50
C -0.60 -0.45 -0.95
N -0.42 0.81 -1.13
C -0.98 1.93 -0.38
C -2.43 2.24 -0.80
F -2.47 3.47 -1.39
N -1.37 -0.90 0.14
C -0.92 -0.68 1.55
C 0.58 -0.76 1.83
C 1.22 0.62 1.91
N 1.31 1.13 3.20
O 1.55 1.25 0.93
C -2.80 -0.83 0.09
O -3.42 -0.28 0.95
N -3.39 -1.43 -1.03
C -3.35 -2.85 -1.07
O -3.50 -3.53 -2.01
F -3.10 -3.35 0.15
H 2.92 -4.41 1.77
H 4.32 -1.09 -0.38
H 4.26 -2.29 -1.65
H 2.64 -0.78 -2.40
H 2.22 -0.26 -0.79
H 1.36 -2.79 -2.24
H 0.99 -2.57 -0.55
H -1.12 -2.95 -1.96
H -0.68 -2.35 -3.43
H 0.18 1.04 -1.92
H -0.40 2.82 -0.64
H -0.87 1.81 0.69
H -3.10 2.23 0.06
H -2.76 1.52 -1.55
H -1.32 0.25 1.95
H -1.42 -1.47 2.12
H 1.14 -1.37 1.12
H 0.70 -1.24 2.80
H 1.82 0.52 3.82
H 1.80 2.02 3.16
H -4.37 -1.14 -1.01
C 0.78 4.98 1.19
O -0.36 4.92 0.33
H 1.42 4.14 0.93
H 1.33 5.91 1.05
H 0.49 4.89 2.24
H -0.94 5.65 0.54
*
```

As for the HOMO-LUMO gap: 8.844 eV. The LUMO energy comes out at -4.038 eV. Its electronic energy is -37479.93108 eV.



[6]
ORCA calculation (ωB97M-V with the def2-TZVPD basis set) on a molecular structure, C14H25FP2Pd.

The geometry in ORCA input format:
```
! RIJCOSX wB97M-V def2-TZVPD def2/J DEFGRID3
* xyz 0 1
Pd 0.89 0.56 -1.03
C -2.32 -0.85 -0.77
P -1.15 0.46 -0.31
C -2.07 1.98 -0.67
C -1.17 0.42 1.53
C -2.26 -0.03 2.27
C -2.20 -0.06 3.65
C -1.05 0.37 4.31
C 0.02 0.84 3.58
C -0.02 0.87 2.19
P 1.35 1.49 1.15
C 2.81 0.65 1.85
C 1.57 3.20 1.76
H -3.32 -0.67 -0.38
H -1.95 -1.81 -0.42
H -2.38 -0.89 -1.86
H -2.98 2.00 -0.06
H -2.34 2.04 -1.72
H -1.46 2.85 -0.43
H -3.16 -0.37 1.78
H -3.04 -0.43 4.22
H -1.00 0.33 5.39
H 0.91 1.18 4.10
H 3.01 0.96 2.87
H 3.67 0.88 1.22
H 2.65 -0.43 1.82
H 1.70 3.25 2.84
H 0.71 3.80 1.47
H 2.45 3.62 1.28
F 2.69 0.86 -1.79
C 1.21 -1.17 -4.07
C 0.33 -1.82 -3.01
C 0.37 -3.35 -3.14
C 0.74 -1.41 -1.61
H 0.92 -1.49 -5.07
H 2.26 -1.47 -3.92
H 1.20 -0.09 -4.02
H -0.70 -1.50 -3.19
H 1.39 -3.71 -2.98
H 0.05 -3.68 -4.13
H -0.27 -3.83 -2.40
H 1.79 -1.67 -1.45
H 0.13 -1.90 -0.85
*
```

As for the HOMO-LUMO gap: 7.729 eV. The LUMO energy comes out at 0.459 eV. For the energy relative to the best compared isomer or geometry (same formula, charge and spin), the calculation gives 14.4 kcal per mole. Its electronic energy is -39699.18922 eV.



[7]
ORCA calculation (ωB97M-V with the def2-TZVPD basis set) on a molecular structure, C14H25N2O6Tb.

The geometry in ORCA input format:
```
! RIJCOSX wB97M-V def2-TZVPD def2/J DEFGRID3
* xyz 2 7
Tb -0.59 0.81 -0.91
C 0.04 -2.00 -2.64
O -0.82 -1.23 -1.75
C -2.16 -1.86 -1.56
C -2.86 -1.38 -0.32
O -2.80 0.12 -0.23
C -3.79 0.85 -0.94
C -3.36 2.27 -0.80
O -2.11 2.41 -1.64
C -2.04 3.44 -2.61
H 0.60 -2.74 -2.01
H 0.72 -1.28 -3.07
H -0.45 -2.47 -3.50
H -1.99 -2.94 -1.59
H -2.63 -1.61 -2.49
H -2.34 -1.83 0.53
H -3.86 -1.73 -0.27
H -4.76 0.73 -0.39
H -3.83 0.49 -1.93
H -3.08 2.62 0.25
H -4.05 2.98 -1.26
H -0.96 3.58 -2.76
H -2.49 4.36 -2.26
H -2.51 3.05 -3.52
C 4.72 0.88 1.07
C 3.98 -0.45 1.37
C 2.50 -0.35 1.49
C 2.03 -1.86 1.62
C 0.55 -2.25 1.78
C 2.14 0.47 2.74
O 2.91 0.95 3.55
N 0.69 0.79 2.78
C 0.18 1.34 1.64
O -1.04 1.48 1.39
N 1.08 1.46 0.63
C 1.77 0.30 0.37
O 1.61 -0.17 -0.84
H 5.21 0.96 0.09
H 5.43 1.15 1.89
H 3.92 1.61 1.04
H 4.45 -0.94 2.28
H 4.20 -1.09 0.50
H 2.57 -2.29 2.45
H 2.47 -2.34 0.71
H 0.13 -2.06 2.78
H 0.47 -3.36 1.66
H -0.08 -1.76 1.04
H 0.24 0.90 3.65
*
```

As for the HOMO-LUMO gap (spin up / spin down): 9.199 / 9.768 eV. The LUMO energy (spin up / spin down) comes out at -7.060 / -6.491 eV. The expectation value of S² is 12.70. For the energy relative to the best compared isomer or geometry (same formula, charge and spin), the calculation gives 1.1 kcal per mole. Its electronic energy is -52609.40109 eV.



[8]
ORCA calculation (ωB97M-V with the def2-TZVPD basis set) on 5 unconnected molecules or ions with the total composition C14H25N3O2S2.

The geometry in ORCA input format:
```
! RIJCOSX wB97M-V def2-TZVPD def2/J DEFGRID3
* xyz 0 1
C 2.76 -3.47 4.98
S 3.89 -3.12 6.40
O 5.20 -3.88 6.15
C 4.25 -1.30 6.16
H 2.61 -4.53 4.78
H 3.22 -2.96 4.13
H 1.80 -2.95 5.07
H 4.84 -1.18 5.25
H 4.85 -0.91 6.98
H 3.31 -0.76 6.01
C -2.33 2.59 -5.28
S -2.39 2.47 -3.44
O -0.94 2.49 -2.92
C -3.13 4.17 -3.04
H -1.56 1.95 -5.71
H -2.05 3.62 -5.49
H -3.28 2.29 -5.71
H -3.40 4.26 -1.99
H -3.96 4.33 -3.72
H -2.35 4.89 -3.31
C -1.96 -0.03 0.88
C -0.55 -0.36 1.11
N 0.56 -0.63 1.29
H -2.27 -0.63 0.02
H -2.03 1.04 0.68
H -2.57 -0.42 1.69
N -6.43 -3.28 -3.43
C -5.27 -2.63 -2.93
C -4.30 -2.50 -3.89
C -4.97 -2.86 -5.14
C -6.21 -3.40 -4.81
H -7.33 -3.45 -3.02
H -5.25 -2.37 -1.88
H -3.32 -2.13 -3.65
H -4.50 -2.88 -6.12
H -6.81 -3.91 -5.55
N 4.53 1.51 1.34
C 5.92 1.58 1.29
C 6.29 2.56 2.17
C 5.16 3.15 2.71
C 4.06 2.39 2.26
H 3.98 0.83 0.82
H 6.52 1.05 0.57
H 7.30 2.85 2.41
H 5.11 3.91 3.48
H 3.00 2.58 2.40
*
```

As for the HOMO-LUMO gap: 8.192 eV. The LUMO energy comes out at 0.307 eV. For the energy relative to the best compared isomer or geometry (same formula, charge and spin), the calculation gives 81.5 kcal per mole. Its electronic energy is -45155.17562 eV.